Run P
This record from OMol25 describes a single C5H8N2S molecule. The level of theory is ωB97M-V/def2-TZVPD.

```
16
Properties=species:S:1:pos:R:3:mulliken_charge:R:1
C -0.5921 -1.2094 -0.2349 -0.6478
N 0.5735 1.2011 0.3907 -0.2045
C 1.3156 0.0144 0.8454 -0.6190
H 2.3839 0.2128 0.9252 0.3909
H -0.9025 -1.8471 -0.9909 0.3624
N -3.3155 0.7194 0.1286 -0.4288
H 1.5280 -0.9618 -1.0356 0.2772
H 0.2669 3.4710 0.2885 0.1358
S 1.0627 2.5262 -0.3081 -0.1532
H 1.3479 -2.1492 0.3637 0.3009
C -1.0930 0.1287 -0.7299 -0.2497
C 0.9344 -1.1572 -0.0878 -0.4710
H 0.9326 -0.2848 1.7885 0.2972
H -0.9936 0.3385 -1.7609 0.3424
H -1.1045 -1.4425 0.7801 0.3053
C -2.3443 0.4401 -0.3627 0.3619
```

## Properties
- total charge = 0

Run Q
This record from OMol25 describes 2 unconnected molecules or ions with the total composition C5H8N2S. The level of theory is ωB97M-V/def2-TZVPD.

```
16
Properties=species:S:1:pos:R:3:mulliken_charge:R:1
H -3.5324 -0.5176 0.6621 0.3221
S 3.5614 -0.5835 0.1275 -0.0027
H 1.5117 2.3157 -0.3573 0.3715
N 1.2489 0.2095 -0.1641 0.2070
N -1.5769 -0.4689 -0.1546 -0.3755
H -3.2772 0.5004 -0.7847 0.2582
C -1.3988 -1.6916 0.0593 -0.2809
H -2.6358 1.0230 0.7738 0.2751
H 0.2318 0.2079 -0.2549 0.3909
C 1.9898 1.3636 -0.2186 -0.4260
H -2.1688 -2.3535 0.4665 0.2477
H 4.1276 1.7997 -0.0840 0.3841
C 3.3049 1.1161 -0.0749 -0.2979
H -0.4304 -2.1174 -0.1624 0.2743
C -2.8315 0.1493 0.1487 -0.8509
C 1.8754 -0.9527 0.0176 -0.4972
```

## Properties
- total charge = 0

Run R
This record from OMol25 describes a single C5H8N2S molecule. The level of theory is ωB97M-V/def2-TZVPD.

```
16
Properties=species:S:1:pos:R:3:mulliken_charge:R:1
H -2.1787 -0.5471 1.1109 0.3123
C -2.1339 -0.6430 0.0191 -1.2569
S 3.9666 0.1862 -0.1341 -0.3630
C -0.7499 -0.2274 -0.4326 0.2145
H -2.3954 -1.6861 -0.2533 0.3473
H 2.0123 -1.6037 -0.7716 0.2012
N 0.2187 -1.0531 0.2616 -0.4245
H -0.1816 3.4337 0.1125 0.4037
H 0.0570 -0.9012 1.2756 0.3549
C 2.3420 0.0336 0.2862 -0.1280
C -0.3618 2.3767 -0.0057 0.2036
N 1.5627 -0.8902 -0.1917 -0.0603
H 1.9200 0.8246 0.9238 0.2416
H -2.9223 -0.0363 -0.5175 0.3459
C -0.5355 1.2017 -0.1889 -0.6392
H -0.6204 -0.4684 -1.4943 0.2467
```

## Properties
- SMILES string = C#C[C@H](C)NNC=S
- total charge = 0

Of the structures shown above, run Q is the most stable.